Entry 1:
This record from the OMol25 dataset describes an isolated ion of composition C6H15N4 and charge +1. The level of theory is ωB97M-V/def2-TZVPD.

As for the electronic energy: -12413.936 eV. The SMILES is [H]/N=[N+](/C=C/C(C)C)N(C)N. The value obtained for the relative energy (zero: lowest compared OMol25 entry of this formula, charge and spin) is 5.233 eV. As for the net charge: +1.

Last column: Löwdin charge in e.
Cartesian coordinates (Å):
1 C 0.8807 -0.7422 -0.4395  -0.0164
2 C 0.3307 0.1377 0.3726  -0.0315
3 C 2.3625 -1.4728 -2.4270  -0.0263
4 C 0.4002 0.1686 -2.7287  -0.0431
5 C -1.2020 2.0195 1.9859  -0.0053
6 C 1.4699 -0.2805 -1.7277  -0.3965
7 N -0.4315 -1.4879 1.7822  0.2147
8 N -2.3638 -0.0908 2.7665  0.0635
9 N -1.3275 0.5245 2.0324  -0.1881
10 N -0.4857 -0.2981 1.4871  -0.1856
11 H 0.6181 -1.7822 -0.1655  0.1373
12 H 0.3072 1.1686 0.1460  0.1081
13 H 1.6180 -2.3355 -2.4742  0.0969
14 H 2.6300 -1.0972 -3.4528  0.0938
15 H 3.1911 -1.7681 -1.8359  0.0501
16 H 0.1014 -0.7723 -3.1728  0.0804
17 H -0.4151 0.4788 -1.9982  0.0941
18 H 0.9332 0.8765 -3.3206  0.0845
19 H -0.1915 2.5175 1.9174  0.1104
20 H -1.8707 2.5585 1.3021  0.0949
21 H -1.4201 2.4434 3.0163  0.1091
22 H 2.0311 0.6027 -1.5150  0.1210
23 H -1.2414 -1.6672 2.4665  0.1277
24 H -3.3774 0.0429 2.2693  0.1929
25 H -2.5475 0.2555 3.7136  0.1134

Entry 2:
This record from the OMol25 dataset describes C26H54BaCl3N5O4PSi as an isolated structure. The level of theory is ωB97M-V/def2-TZVPD.

As for the electronic energy: -98914.883 eV. The value obtained for the relative energy (zero: lowest compared OMol25 entry of this formula, charge and spin) is 3.183 eV. As for the net charge: -1.

Last column: Löwdin charge in e.
Cartesian coordinates (Å):
1 C -4.6720 1.3824 2.5512  -0.1507
2 C -5.4729 0.6755 1.5259  -0.2203
3 H -4.5044 2.4201 2.2182  0.0551
4 H -3.7114 0.8729 2.6528  0.0013
5 H -5.1692 1.4400 3.5338  0.0819
6 C -6.7363 1.0696 1.2820  -0.1236
7 C -7.3395 2.2216 1.9961  -0.1212
8 H -7.3697 0.5369 0.5802  0.0877
9 H -6.7552 3.1419 1.8932  0.0756
10 H -7.4384 2.0290 3.0693  0.0731
11 H -8.3271 2.4178 1.5882  0.0587
12 Ba 1.3443 -0.5886 0.8920  1.5761
13 Cl 2.2950 -2.9856 2.3080  -0.3713
14 Cl -1.3258 -2.0957 1.3533  -0.3000
15 C 1.3844 -3.2447 -0.9937  -0.3904
16 O 1.7496 -2.0992 -1.3259  -0.1957
17 N 0.7960 -4.1475 -1.7874  -0.1701
18 C 0.5247 -3.7749 -3.1657  -0.0370
19 C 0.2218 -5.3905 -1.2753  -0.0340
20 H 1.5218 -3.5901 0.0437  0.0219
21 H 1.3816 -3.2127 -3.5446  0.0892
22 H -0.3762 -3.1495 -3.2372  0.0774
23 H 0.3835 -4.6917 -3.7415  0.0826
24 H 0.7734 -5.6995 -0.3836  0.0946
25 H 0.3028 -6.1684 -2.0391  0.0799
26 H -0.8373 -5.2829 -0.9977  0.0953
27 H 1.1506 5.3558 1.4325  0.0890
28 H -1.3722 3.1359 0.6661  -0.2475
29 C 0.8112 5.3811 0.3811  -0.0603
30 C -1.0496 3.8359 -0.2247  -0.1954
31 N 0.3509 4.0816 -0.0906  -0.1982
32 H 1.6472 5.7079 -0.2367  0.0725
33 C 1.2723 3.1523 -0.4432  -0.3101
34 O 1.1425 1.9138 -0.3267  -0.1923
35 H -1.2944 3.2714 -1.1431  0.0835
36 H 2.1980 3.5910 -0.8784  0.1245
37 H -0.0095 6.0969 0.2864  0.0781
38 H -1.6004 4.7711 -0.0747  0.0734
39 O -3.6613 0.1470 0.0054  -0.2418
40 C -4.7292 -0.4174 0.7589  -0.2939
41 C -6.2882 -0.6678 -1.2217  -0.0779
42 C -5.6546 -1.2390 -0.1155  -0.2028
43 H -6.1814 0.4120 -1.3869  0.1266
44 C -7.0160 -1.4761 -2.0963  -0.0908
45 H -4.2255 -1.0513 1.5025  0.1266
46 C -5.8460 -2.5867 0.1986  -0.0306
47 H -7.4874 -1.0220 -2.9754  0.1021
48 C -7.1427 -2.8388 -1.8360  -0.1128
49 C -6.5967 -3.3807 -0.6719  -0.0981
50 H -5.3710 -2.9735 1.1000  0.1239
51 H -7.6806 -3.4788 -2.5453  0.0946
52 H -6.7565 -4.4295 -0.4256  0.0952
53 Si -2.9044 -0.4697 -1.3729  0.3918
54 Cl -2.0228 1.9472 1.4764  0.1714
55 C -3.6995 0.3233 -2.8685  -0.1674
56 C -3.0167 -2.3625 -1.5745  -0.1646
57 C -1.1039 -0.0799 -1.3895  -0.2264
58 H -4.6028 -0.1860 -3.2257  0.0123
59 H -2.9729 0.3105 -3.6935  0.0253
60 H -3.9610 1.3691 -2.6625  0.0342
61 H -0.8667 0.9837 -1.4001  0.0081
62 H -0.5948 -0.5875 -2.2208  0.0412
63 H -0.7781 -0.5515 -0.4433  -0.1491
64 H -4.0238 -2.7565 -1.7720  0.0155
65 H -2.6423 -2.8394 -0.6541  -0.0420
66 H -2.3740 -2.7186 -2.3954  0.0090
67 C 5.7826 2.9383 -0.2726  -0.1050
68 N 5.7307 2.1898 0.9818  -0.3209
69 C 5.1545 2.9855 2.0652  -0.1046
70 P 5.2473 0.5936 0.8776  0.5341
71 O 3.8157 0.2794 0.5650  -0.4794
72 N 6.2638 0.0904 -0.3334  -0.3196
73 C 5.9023 -1.0605 -1.1573  -0.0885
74 C 7.7123 0.3035 -0.2298  -0.1170
75 N 5.6515 0.0467 2.3809  -0.3122
76 C 5.1535 -1.2547 2.8181  -0.1318
77 C 6.9182 0.4068 3.0045  -0.1241
78 H 4.7839 3.2584 -0.6104  0.0804
79 H 6.2363 2.3243 -1.0546  0.0716
80 H 6.4024 3.8266 -0.1007  0.0850
81 H 4.1115 3.2824 1.8526  0.0898
82 H 5.1835 2.4218 3.0042  0.0754
83 H 5.7729 3.8898 2.1584  0.0862
84 H 6.3939 -0.9498 -2.1331  0.0822
85 H 6.2489 -1.9939 -0.6893  0.0875
86 H 4.8153 -1.1028 -1.2879  0.0775
87 H 7.9579 1.2498 0.2797  0.0781
88 H 8.1963 -0.5310 0.3055  0.0804
89 H 8.1181 0.3429 -1.2546  0.0844
90 H 5.8303 -2.0716 2.5069  0.0901
91 H 5.0818 -1.2461 3.9168  0.0893
92 H 4.1460 -1.4600 2.4109  -0.0552
93 H 7.7293 -0.2716 2.6966  0.0777
94 H 7.1879 1.4420 2.7706  0.0689
95 H 6.7820 0.3093 4.0901  0.0869